Computed, not measured: a cluster of 16 separate species, C66H99B4F16N8O14 in total, with ωB97M-V/def2-TZVPD.

Computed properties:
total charge: -3
spin multiplicity: 1
highest occupied orbital energy: -0.41 eV
gap between HOMO and LUMO: 1.140 eV

Positions of all 207 atoms, in Å:
F  2.3319  4.3688  -2.5212
F  -2.3434  5.7211  0.8657
F  -1.8626  -2.4097  5.4845
F  5.8340  -5.4625  1.0910
F  3.8064  -4.0869  1.3053
F  -2.0037  -0.5840  6.8564
F  -1.5489  -0.2673  4.6099
F  -4.0165  4.6389  2.1373
F  -1.9062  4.0247  2.4679
F  3.3486  2.5356  -1.6052
F  5.9699  -3.3132  2.0183
F  2.0834  3.9363  -0.2127
F  4.1056  4.7268  -0.9333
F  -2.5763  6.2275  3.1204
F  0.0822  -1.2230  5.8443
F  4.7639  -5.0388  3.1734
O  4.0670  -3.7367  9.4817
O  3.0675  -3.8099  -3.7072
O  -2.4455  5.5395  -2.8443
O  4.7390  -2.5289  -4.1750
O  -0.4451  -6.1820  2.9614
O  -0.6517  -7.7404  1.4050
O  5.1307  1.6390  3.6190
O  -1.9946  1.3403  -3.6053
O  7.2392  1.8145  2.6855
O  -3.5667  -1.4183  0.0434
O  -5.5145  -0.9607  -0.8709
O  -4.3064  6.7830  -2.8539
O  6.0918  -3.3860  8.5797
O  -0.5994  -0.3083  -4.1552
N  -5.5032  6.4326  1.9513
N  6.5703  7.7428  -0.1614
N  -2.7436  -3.3957  -2.5652
N  -0.0924  1.9953  -0.7401
N  -5.3213  1.5757  -2.8614
N  3.2845  -7.5573  1.3922
N  0.8354  -3.1571  3.8014
N  -0.2722  8.0449  -1.4260
C  -0.9225  1.8306  0.3025
C  -6.3027  1.3831  -1.9647
C  1.1153  0.0633  -0.0855
C  -1.5700  -5.5876  1.0298
C  1.9637  -2.5769  3.3473
C  -1.0421  0.8292  -4.2876
C  2.5278  -6.6996  2.3295
C  1.8211  6.9321  -1.5878
C  -6.4361  2.4072  -0.9942
C  3.7317  -2.7818  -3.5085
C  1.6948  9.1614  -0.7438
C  4.8780  -3.6395  8.5155
C  4.7154  7.1426  -1.4171
C  -0.9254  -2.0156  -1.6354
C  4.2248  -3.6560  7.0650
C  1.8751  -6.3356  -1.8174
C  3.9118  8.0212  -0.6891
C  0.9084  1.1044  -0.9663
C  5.8485  8.7309  0.4811
C  -1.3694  -3.9774  -2.9728
C  0.5326  -1.2248  1.9837
C  3.2170  -1.8167  -2.4851
C  -3.4519  6.0735  -3.4281
C  -3.7801  5.7018  -4.8508
C  -0.3708  1.6570  -5.3093
C  -1.8133  8.0068  -1.4995
C  -4.7103  0.4800  0.9192
C  -5.3552  5.8488  -0.3021
C  -5.7628  4.5424  0.0155
C  6.0362  1.3444  2.8227
C  -2.2848  -1.9714  -2.3262
C  -5.0040  0.5473  -3.9249
C  -4.2294  -4.8946  -3.8811
C  -0.3748  -3.3961  -1.9605
C  1.8002  -1.5911  2.4149
C  -3.2138  -4.0463  -1.3681
C  4.5346  -8.9525  2.9270
C  -0.4313  3.0655  -1.7132
C  -4.3622  2.5103  -2.7187
C  -5.3378  -4.8495  -4.9332
C  -5.5469  3.4303  -0.9139
C  -4.9635  7.2797  3.0468
C  0.9382  -4.1550  4.9493
C  2.4497  8.0263  -1.0181
C  6.0449  6.9656  -1.1781
C  3.2981  -6.9923  -0.0249
C  -4.5916  -0.7267  0.0136
C  2.0292  -6.2667  -0.3519
C  0.3010  -0.1178  1.0336
C  -4.4045  3.4947  -1.7932
C  -0.8207  -6.5887  1.8698
C  0.3441  9.1289  -0.9000
C  5.7547  0.2078  1.7939
C  0.4652  6.9516  -1.7965
C  7.9660  7.5540  0.2483
C  4.5288  8.8690  0.2356
C  -6.2631  4.2519  1.2714
C  3.1894  -9.6577  2.5597
C  -0.5387  -1.8776  2.4830
C  2.6793  -8.9213  1.3724
C  -6.1275  5.2399  2.2723
C  -5.2109  6.7444  0.7165
C  4.6746  -7.8438  1.8635
C  -0.7961  0.7474  1.1611
C  -0.3632  -2.8797  3.3387
C  -3.6969  -3.4879  -3.6756
B  5.1374  -4.4397  1.9137
B  -1.3606  -1.1159  5.7051
B  2.9900  3.8343  -1.2822
B  -2.6370  5.1502  2.1288
H  -6.8452  0.4616  -2.0685
H  -4.1136  6.6273  -5.3969
H  -4.9322  -4.7755  -5.9533
H  2.6471  -7.1840  3.2910
H  -1.4947  -5.0346  -2.9845
H  -2.1000  8.5351  -0.5952
H  0.0507  1.1155  -6.1599
H  1.2160  -6.7195  0.2106
H  -1.5647  -1.5551  2.2895
H  0.5122  2.1687  -4.9355
H  3.2029  -4.0219  7.0239
H  -4.2393  -3.7391  -1.2245
H  -7.2171  2.3201  -0.2507
H  3.9543  -1.0683  -2.2142
H  2.9130  -2.9381  3.7201
H  -3.4001  -5.5915  -4.1280
H  5.1421  -6.9236  2.2196
H  -5.0793  6.1528  -1.3115
H  4.1778  -6.3456  -0.0542
H  -1.5690  -5.9410  -0.0127
H  3.3718  -10.7039  2.3430
H  0.8389  -6.0244  -2.0408
H  4.5575  -8.5704  3.9541
H  2.6519  -1.0777  1.9728
H  3.0191  -9.3926  0.4447
H  -4.6925  5.1055  -4.7677
H  -2.0971  8.5154  -2.4523
H  2.3651  6.0797  -1.8565
H  -3.9464  0.2188  -3.9856
H  -5.7036  7.2939  3.8588
H  1.9654  -4.2775  5.2625
H  -4.8054  8.2487  2.6015
H  1.5077  -6.7013  2.0319
H  1.5917  -8.8981  1.2475
H  5.3755  -9.6306  2.7503
H  -3.5538  4.1745  -1.7162
H  1.3752  1.2716  -1.9118
H  -0.6936  3.9307  -1.1178
H  3.9701  9.5504  0.8631
H  -0.1297  6.1459  -2.2132
H  5.2856  -8.1470  1.0194
H  -1.1589  -3.4815  3.7583
H  -4.6860  -5.2589  -2.9956
H  -4.3305  1.3300  0.3660
H  4.1994  -2.6291  6.6858
H  -6.3841  5.0569  3.3042
H  -1.0488  -1.7903  -0.5894
H  -0.3016  9.9939  -0.7506
H  0.4537  3.2234  -2.3153
H  2.1362  -5.2316  -0.0224
H  -5.7489  0.6291  1.2125
H  0.3754  -3.7527  5.8038
H  -5.4719  -0.3966  -3.6399
H  -0.3490  -1.2861  -2.1397
H  8.2942  6.5508  0.0579
H  -1.1562  -3.5823  -4.0013
H  -2.0647  -1.5901  -3.3276
H  -1.2290  2.7410  -2.3657
H  -1.4634  0.6874  2.0171
H  4.2140  6.5085  -2.1168
H  -5.9290  -5.7829  -4.9128
H  -3.0795  -5.1257  -1.3128
H  4.7239  0.1233  1.5114
H  -1.7115  2.5586  0.3793
H  2.9010  -2.3084  -1.5692
H  2.0682  -7.3849  -2.1522
H  4.8464  -4.1150  6.2930
H  -5.3950  0.8699  -4.8967
H  5.9738  -0.7913  2.2321
H  2.1252  10.1016  -0.4369
H  -4.5090  -2.8212  -3.3338
H  -3.5673  2.4767  -3.4733
H  -3.1873  -3.0522  -4.5544
H  6.4510  0.1957  0.9682
H  2.3362  -1.3054  -2.9087
H  2.5113  -5.6651  -2.3979
H  -4.1021  0.4360  1.7982
H  2.5609  -9.6017  3.4310
H  0.5640  -5.1087  4.5709
H  -0.1747  -4.0080  -1.0874
H  -4.6896  7.6724  0.5706
H  0.6201  -3.2882  -2.3978
H  8.0950  7.7857  1.2853
H  6.6319  6.0924  -1.4315
H  6.3927  9.3603  1.1905
H  -1.0137  2.4235  -5.7362
H  3.5297  -7.8328  -0.6573
H  8.5896  8.2876  -0.2871
H  1.8187  -0.7085  -0.3608
H  -3.1031  -1.3960  -1.8919
H  -2.1002  6.9611  -1.5768
H  2.9463  -5.7117  2.3630
H  -1.2497  -4.5329  1.0613
H  -2.6812  -3.5602  -0.5542
H  -5.9843  -3.9693  -4.7183
H  -3.0251  5.1553  -5.4095
H  -6.6775  3.3064  1.5233
H  -4.0621  6.7722  3.3676
H  -2.6306  -5.5823  1.3357

Atomic forces in eV per Å
0.755 -0.092 0.992
-0.153 -0.377 0.632
-0.309 -0.017 -0.073
-0.965 1.457 0.834
1.968 -0.392 0.433
0.513 -0.182 -0.562
-0.594 0.083 -0.379
2.407 0.167 0.130
0.419 1.031 -0.325
0.152 0.894 0.487
-1.057 -1.209 0.061
0.241 -0.062 -0.736
-0.844 -1.015 -0.716
1.051 -1.353 -0.890
-1.130 -0.042 0.279
0.840 0.631 -0.877
0.269 -0.379 -0.569
-1.887 -1.519 0.579
-0.563 0.605 -0.918
1.405 1.353 -0.156
0.679 0.747 1.982
0.072 -0.368 -0.478
0.590 0.073 -0.430
0.014 -0.047 -0.437
-1.834 -0.285 0.448
0.302 0.244 1.261
0.139 1.043 0.905
-0.013 0.658 -0.009
0.470 -0.315 -0.261
0.215 -1.052 0.170
-2.013 -1.005 2.345
-0.055 0.378 -0.009
2.800 -0.177 -1.188
-0.264 -0.686 0.063
1.070 -1.717 -0.466
0.299 -0.572 -1.018
1.898 -1.662 1.683
-0.084 -0.728 0.162
0.151 -0.896 0.056
1.001 1.444 0.202
0.053 -0.156 -0.337
-1.113 0.258 -1.350
-0.833 0.009 -0.027
-0.541 -0.239 0.650
0.559 -0.427 0.589
-0.287 0.985 0.298
-0.918 -2.052 -0.594
0.432 -0.726 -1.103
-0.136 0.397 0.275
-1.256 0.662 0.073
-0.643 -0.194 -0.476
-1.571 -0.536 0.176
0.665 0.453 0.027
-1.168 -0.361 -1.572
-0.400 -0.099 -1.078
-1.399 0.516 0.304
1.421 -1.001 -0.553
-0.045 0.891 -0.252
0.740 0.840 -0.318
-0.413 1.026 0.545
0.843 -1.095 1.001
-0.684 0.921 -0.851
0.716 1.415 -1.763
1.808 0.692 -0.804
-0.451 -0.059 -0.145
-0.291 -0.915 -0.253
0.116 0.271 0.152
1.392 0.244 -0.461
-0.530 0.649 -1.110
-0.593 -1.022 0.297
0.494 0.164 -1.181
0.689 -0.191 -0.289
0.933 0.712 -1.116
-0.275 0.563 1.718
0.184 -0.053 -1.014
0.724 -0.415 0.457
0.649 0.559 -1.497
-0.034 -0.236 -0.349
1.531 1.509 -1.555
-1.685 -0.703 -0.019
-0.350 0.293 -0.539
0.978 0.536 0.618
0.094 0.770 2.676
1.118 0.631 1.506
-0.372 -1.211 -1.829
0.755 0.128 0.768
-0.190 0.666 -0.602
-1.422 -0.557 1.586
-0.225 -0.412 -0.596
-0.957 -0.114 -0.990
0.761 -1.351 0.815
-1.288 0.953 0.389
0.273 1.016 -0.658
-0.999 0.008 0.261
-0.288 2.470 1.365
1.152 0.039 1.154
-2.441 1.086 -0.906
-0.983 -0.354 -1.326
0.096 0.286 -2.000
0.473 -0.018 -1.050
0.307 0.476 1.079
0.438 0.759 0.454
-0.535 -1.897 1.618
-0.323 0.595 0.394
-0.379 0.219 -0.539
1.140 0.354 0.889
-0.108 0.074 -0.175
-0.434 -0.717 0.599
-0.356 0.090 0.278
0.470 -0.824 0.373
-0.137 0.234 0.265
-0.257 0.173 0.347
0.279 -0.885 -0.042
-0.496 -0.124 -0.147
-0.293 -0.520 0.237
-0.346 -0.099 -0.493
0.348 -0.294 -0.336
0.021 0.158 0.559
-0.031 -0.252 0.290
-0.407 -0.102 0.147
-0.132 -0.039 -0.227
0.151 0.181 -0.061
-0.066 0.156 0.067
-0.569 0.348 -0.085
-0.366 -0.378 0.069
0.245 -0.147 0.059
-0.225 0.185 -0.048
0.091 0.206 0.185
-0.164 -0.190 -0.105
0.309 -0.388 -0.378
-0.004 -0.093 -0.342
0.067 -0.231 0.356
0.325 0.015 0.185
0.072 -0.190 -0.144
0.044 -0.272 0.935
0.355 -1.193 -0.311
-0.212 1.298 0.318
0.166 0.275 -0.298
0.309 0.273 -0.232
0.196 0.361 0.296
-0.587 -0.069 0.184
0.004 0.470 0.438
-0.065 0.037 0.472
-0.491 0.163 0.043
0.736 -0.308 -0.162
0.026 0.303 -0.124
-0.060 0.094 -0.177
0.182 -0.165 -0.038
-0.236 -0.271 -0.279
0.086 0.226 -0.145
-0.218 -0.214 1.036
-0.112 0.358 -0.225
-0.121 0.232 0.403
0.132 0.175 0.020
0.180 -0.092 0.424
0.213 -0.270 0.216
0.067 0.359 -0.003
-0.094 -0.006 0.108
-0.053 0.211 -0.074
0.018 -0.092 -0.525
-0.531 0.260 0.144
0.626 0.931 -0.193
0.049 -0.438 -0.129
-0.184 -0.385 0.927
-0.212 0.004 -0.007
-0.287 -0.190 0.047
0.066 -0.091 -0.156
0.251 -0.254 -0.370
0.088 0.513 0.066
0.045 0.171 -0.448
-0.586 0.423 -0.380
-0.083 0.095 0.243
-0.064 -0.349 0.106
-0.497 0.694 -0.062
0.086 -0.527 0.264
0.210 0.126 0.308
-0.116 0.663 0.361
0.201 -0.060 0.225
0.024 -0.182 -0.481
-0.069 -0.223 0.413
-0.431 -0.297 0.244
-0.128 0.560 -0.473
0.155 -0.079 0.054
0.192 0.096 0.163
0.387 -0.431 0.547
-0.631 -0.014 0.123
-0.226 0.193 0.110
-0.558 -0.289 0.179
-0.097 0.302 -0.114
-0.059 -0.202 -0.418
-0.228 -0.132 0.668
-0.044 0.231 -0.569
-0.172 -0.470 -0.236
-0.222 0.220 0.160
-0.231 -0.360 -0.364
-0.096 -0.431 -0.085
0.406 0.171 0.075
0.392 -0.258 0.172
-0.248 -0.044 0.222
0.126 0.198 -0.107
0.255 -0.498 0.247
-0.018 -0.365 0.192
0.208 -0.686 -0.295
0.124 0.038 0.169
-0.047 -0.596 0.265
-0.006 0.489 0.169
0.259 -0.039 0.058